A molecular structure, C4H8O2. Source: OMol25; level of theory: ωB97M-V with the def2-TZVPD basis set.

XYZ file:
```
14
Properties=species:S:1:pos:R:3:forces:R:3:mulliken_charge:R:1
C 1.3522 0.6754 0.2039 0.08 0.01 -0.03 -1.477
C 0.6202 -0.6242 -0.1449 0.30 0.11 -0.21 0.344
O 0.0470 -1.2124 1.0399 0.09 0.05 0.22 -0.450
C -1.1575 -0.4633 0.8083 -0.39 0.17 0.10 -0.376
C -0.8088 -0.4195 -0.6888 0.03 -0.28 0.10 -0.134
O -1.1147 0.6674 -1.5055 0.12 0.27 0.10 -0.550
H 0.7021 1.4494 0.6361 0.04 -0.26 -0.14 0.369
H 2.1059 0.4602 0.9662 0.02 -0.02 -0.19 0.327
H 1.8454 1.1098 -0.6710 0.01 -0.11 0.05 0.357
H 1.2854 -1.3189 -0.6710 -0.13 0.09 0.11 0.377
H -1.0644 0.5357 1.2530 -0.26 -0.09 0.05 0.233
H -2.0595 -0.9532 1.1804 0.11 -0.06 -0.16 0.293
H -1.1846 -1.3178 -1.1868 0.16 0.13 0.06 0.345
H -0.5689 1.4113 -1.2198 -0.18 0.01 -0.07 0.341
```
Forces are in eV/Å.

Computed properties:
M in g/mol: 88.11
F_max in eV Å⁻¹: 0.44
HOMO in eV: -9.826
Relative energy (zero: lowest compared OMol25 entry of this formula, charge and spin) in kJ/mol: 193.25